Entry 1:
The following is a quantum chemistry calculation of a single C3HCl3O molecule in a non-equilibrium geometry, from OMol25.

Values from the calculation:
Structure (SMILES): OC#CC(Cl)(Cl)Cl
E_tot in a.u.: -1570.622902
Relative energy (zero: lowest compared OMol25 entry of this formula, charge and spin) in eV: 2.614
LUMO level in eV: 0.039
Gap between HOMO and LUMO in eV: 9.919

```
! RIJCOSX wB97M-V def2-TZVPD def2/J DEFGRID3
* xyz 0 1
O 0.658 1.597 1.977
C 0.352 0.776 1.046
C 0.257 0.036 0.069
C -0.253 -0.698 -1.140
Cl -0.421 -2.506 -0.807
Cl 0.831 -0.461 -2.414
Cl -1.892 -0.026 -1.682
H 0.469 1.282 2.952
*
```

natural (NBO) atomic charge list, values in e, 4 entries:
1. O -0.6442
2. C 0.4120
3. C -0.2477
4. C -0.1289

=====

Entry 2:
The following is a quantum chemistry calculation of a single C3HClF2 molecule in a non-equilibrium geometry, from OMol25.

Values from the calculation:
E_tot in a.u.: -774.516703
Relative energy (zero: lowest compared OMol25 entry of this formula, charge and spin) in eV: 1.286
LUMO level (spin up / spin down) in eV: 0.674 / -2.657
Gap between HOMO and LUMO (spin up / spin down) in eV: 6.807 / 7.695

```
! RIJCOSX wB97M-V def2-TZVPD def2/J DEFGRID3
* xyz 0 3
C 0.935 -0.690 -1.081
C 2.004 -0.814 0.169
C 1.310 -1.845 -0.224
F 0.810 -2.842 0.601
F 1.183 -0.106 -2.323
Cl 2.895 0.088 0.883
H -0.082 -0.291 -0.713
*
```

natural (NBO) atomic charge list, values in e, 4 entries:
1. C 0.1244
2. C -0.3198
3. C 0.2957
4. F -0.3180

=====

Entry 3:
The following is a quantum chemistry calculation of a molecular structure, C3HClS3 in a non-equilibrium geometry, from OMol25.

Values from the calculation:
E_tot in a.u.: -1769.524804
Relative energy (zero: lowest compared OMol25 entry of this formula, charge and spin) in eV: 2.811
LUMO level (spin up / spin down) in eV: -0.883 / -2.440
Gap between HOMO and LUMO (spin up / spin down) in eV: 8.106 / 5.601

```
! RIJCOSX wB97M-V def2-TZVPD def2/J DEFGRID3
* xyz 0 1
C 0.793 0.168 0.028
C 0.150 1.366 0.049
C 0.152 -1.189 0.046
S 0.884 -2.621 0.066
S -2.556 0.397 0.104
S -1.660 -1.398 -0.029
Cl 0.385 2.940 0.023
H 1.852 0.338 -0.287
*
```

natural (NBO) atomic charge list, values in e, 4 entries:
1. C -0.4474
2. C 0.0391
3. C -0.3275
4. S 0.1168

=====

Entry 4:
The following is a quantum chemistry calculation of a molecular structure, C3HCoO2 in a non-equilibrium geometry, from OMol25.

Values from the calculation:
E_tot in a.u.: -1647.096927
Relative energy (zero: lowest compared OMol25 entry of this formula, charge and spin) in eV: 0.682
LUMO level (spin up / spin down) in eV: -12.445 / -14.259
Gap between HOMO and LUMO (spin up / spin down) in eV: 7.104 / 4.922

```
! RIJCOSX wB97M-V def2-TZVPD def2/J DEFGRID3
* xyz 2 5
C -0.117 0.470 0.118
O 0.943 0.239 -0.541
O -0.850 -0.644 0.214
C -0.280 -1.737 -0.474
C 0.875 -1.355 -0.971
H 1.627 -1.624 -1.702
Co -0.565 2.085 1.160
*
```

natural (NBO) atomic charge list, values in e, 4 entries:
1. C 0.3109
2. O -0.4273
3. O -0.4351
4. C 0.3241

=====

Entry 5:
The following is a quantum chemistry calculation of a molecular structure, C3HCoO3 in a non-equilibrium geometry, from OMol25.

Values from the calculation:
E_tot in a.u.: -1723.178476
LUMO level (spin up / spin down) in eV: 3.204 / 3.100
Gap between HOMO and LUMO (spin up / spin down) in eV: 5.260 / 6.024

```
! RIJCOSX wB97M-V def2-TZVPD def2/J DEFGRID3
* xyz -1 4
O -0.505 -1.113 0.092
C -1.878 -0.959 -0.110
H -2.520 -1.649 0.431
C -2.279 0.236 -0.561
O -1.509 1.241 -0.695
C 0.111 0.057 -0.223
O 1.123 -0.057 -0.926
Co 2.513 1.241 -1.234
*
```

natural (NBO) atomic charge list, values in e, 4 entries:
1. O -0.5007
2. C -0.2173
3. H 0.1843
4. C 0.2151

=====

Entry 6:
The following is a quantum chemistry calculation of 2 unconnected molecules or ions with the total composition C3HF2NO in a non-equilibrium geometry, from OMol25.

Values from the calculation:
E_tot in a.u.: -444.546282
Relative energy (zero: lowest compared OMol25 entry of this formula, charge and spin) in eV: 1.678
LUMO level in eV: 0.715
Gap between HOMO and LUMO in eV: 9.629

```
! RIJCOSX wB97M-V def2-TZVPD def2/J DEFGRID3
* xyz 0 1
C -0.762 0.720 -0.552
C 0.598 -1.360 2.259
C 0.443 0.483 -1.045
N -1.824 0.850 -0.101
O 1.571 -1.754 1.861
F 1.585 0.897 -0.496
F 0.677 0.044 -2.312
H -2.288 0.121 0.385
*
```

natural (NBO) atomic charge list, values in e, 4 entries:
1. C 0.2349
2. C 0.4881
3. C 0.5358
4. N -0.5373

=====

Entry 7:
The following is a quantum chemistry calculation of a gas-phase ion, C3HF2O2S (charge -1) in a non-equilibrium geometry, from OMol25.

Values from the calculation:
E_tot in a.u.: -863.264501
Relative energy (zero: lowest compared OMol25 entry of this formula, charge and spin) in eV: 0.633
LUMO level in eV: 4.037
Gap between HOMO and LUMO in eV: 7.834

```
! RIJCOSX wB97M-V def2-TZVPD def2/J DEFGRID3
* xyz -1 1
C 0.175 -0.370 0.205
C -0.920 -0.785 -0.156
C -2.326 -0.973 -0.138
O -3.165 1.336 1.195
O -3.168 1.638 -1.239
F -2.733 -1.714 1.075
F -2.805 -1.813 -1.042
S -3.606 0.797 -0.090
H 1.076 -0.472 0.585
*
```

natural (NBO) atomic charge list, values in e, 4 entries:
1. C -0.2208
2. C -0.0806
3. C 0.3712
4. O -0.9969

=====

Entry 8:
The following is a quantum chemistry calculation of a single C3HF3 molecule in a non-equilibrium geometry, from OMol25.

Values from the calculation:
E_tot in a.u.: -414.346299
Relative energy (zero: lowest compared OMol25 entry of this formula, charge and spin) in eV: 2.711
LUMO level in eV: -1.345
Gap between HOMO and LUMO in eV: 8.269

```
! RIJCOSX wB97M-V def2-TZVPD def2/J DEFGRID3
* xyz 0 1
C -0.199 -0.580 -1.555
C -0.450 0.073 -0.326
C 0.357 0.280 0.754
F 0.831 -1.441 -1.436
F -1.541 0.760 -0.351
F -0.253 1.006 1.672
H 1.255 -0.099 1.242
*
```

natural (NBO) atomic charge list, values in e, 4 entries:
1. C 0.3358
2. C 0.0730
3. C 0.2922
4. F -0.3370

=====

Entry 9:
The following is a quantum chemistry calculation of a molecular structure, C3HFO2V in a non-equilibrium geometry, from OMol25.

Values from the calculation:
E_tot in a.u.: -1308.248222
LUMO level (spin up / spin down) in eV: -12.689 / -11.952
Gap between HOMO and LUMO (spin up / spin down) in eV: 6.718 / 7.456

```
! RIJCOSX wB97M-V def2-TZVPD def2/J DEFGRID3
* xyz 2 4
F -0.665 1.922 0.432
O -1.688 -0.048 0.512
C -1.419 -1.356 0.404
C -0.707 0.724 -0.023
O -0.251 -1.396 -0.338
C 0.271 -0.163 -0.532
V 2.329 0.067 0.197
H 0.088 0.734 -1.439
*
```

natural (NBO) atomic charge list, values in e, 4 entries:
1. F -0.1807
2. O -0.4209
3. C 0.6388
4. C 0.7953

=====

Entry 10:
The following is a quantum chemistry calculation of a molecular structure, C3HGaO2 in a non-equilibrium geometry, from OMol25.

Values from the calculation:
E_tot in a.u.: -2189.135361
Relative energy (zero: lowest compared OMol25 entry of this formula, charge and spin) in eV: 2.319
LUMO level (spin up / spin down) in eV: -16.245 / -16.244
Gap between HOMO and LUMO (spin up / spin down) in eV: 4.465 / 4.467

```
! RIJCOSX wB97M-V def2-TZVPD def2/J DEFGRID3
* xyz 2 1
O 0.393 1.407 -0.038
O -1.266 0.096 -0.575
C -0.064 0.240 -0.207
Ga -1.244 1.913 -0.664
C 1.035 -1.906 0.823
C 0.727 -0.924 0.161
H 2.202 -1.881 0.725
*
```

natural (NBO) atomic charge list, values in e, 4 entries:
1. O -0.6058
2. O -0.5939
3. C 0.6967
4. Ga 2.1537

=====

Entry 11:
The following is a quantum chemistry calculation of a single C3HI2NO molecule in a non-equilibrium geometry, from OMol25.

Values from the calculation:
E_tot in a.u.: -839.954029
Relative energy (zero: lowest compared OMol25 entry of this formula, charge and spin) in eV: 5.826
LUMO level (spin up / spin down) in eV: -1.531 / -2.184
Gap between HOMO and LUMO (spin up / spin down) in eV: 6.901 / 6.025

```
! RIJCOSX wB97M-V def2-TZVPD def2/J DEFGRID3
* xyz 0 1
C 1.346 0.207 -0.654
C 0.444 0.740 -1.429
C -1.166 0.091 0.976
N 1.085 -0.439 0.543
O -0.059 -0.515 1.071
I -1.296 0.028 -2.152
I -2.711 -0.290 2.334
H 2.357 0.178 -0.690
*
```

natural (NBO) atomic charge list, values in e, 4 entries:
1. C -0.2334
2. C -0.1246
3. C 0.0352
4. N -0.0903

=====

Entry 12:
The following is a quantum chemistry calculation of a molecular structure, C3HI3O in a non-equilibrium geometry, from OMol25.

Values from the calculation:
E_tot in a.u.: -1082.972804
Relative energy (zero: lowest compared OMol25 entry of this formula, charge and spin) in eV: 4.733
LUMO level in eV: -2.178
Gap between HOMO and LUMO in eV: 5.621

```
! RIJCOSX wB97M-V def2-TZVPD def2/J DEFGRID3
* xyz 0 1
C 1.105 -0.149 0.864
C 2.217 -0.404 0.439
C -1.396 0.483 -0.219
O -1.299 -0.683 -0.889
I 4.194 -1.002 0.120
I -0.686 2.177 -1.316
I -2.167 0.853 1.555
H -1.969 -1.275 -0.554
*
```

natural (NBO) atomic charge list, values in e, 4 entries:
1. C -0.3562
2. C -0.5350
3. C -0.0057
4. O -0.6132

=====

Entry 13:
The following is a quantum chemistry calculation of a molecular structure, C3HIN2O in a non-equilibrium geometry, from OMol25.

Values from the calculation:
E_tot in a.u.: -597.273061
Relative energy (zero: lowest compared OMol25 entry of this formula, charge and spin) in eV: 0.876
LUMO level in eV: -0.960
Gap between HOMO and LUMO in eV: 8.589

```
! RIJCOSX wB97M-V def2-TZVPD def2/J DEFGRID3
* xyz 0 1
C 1.142 -0.245 -1.259
C 0.418 0.425 -0.328
C -0.792 -0.934 0.515
N 1.630 -0.881 -2.090
N 0.368 1.620 -0.027
O -0.803 -2.073 0.326
I -1.693 0.016 2.196
H -0.270 2.072 0.666
*
```

natural (NBO) atomic charge list, values in e, 4 entries:
1. C 0.1589
2. C 0.1860
3. C 0.3897
4. N -0.1880

=====

Entry 14:
The following is a quantum chemistry calculation of a single C3HIO3 molecule in a non-equilibrium geometry, from OMol25.

Values from the calculation:
E_tot in a.u.: -638.101117
Relative energy (zero: lowest compared OMol25 entry of this formula, charge and spin) in eV: 5.931
LUMO level (spin up / spin down) in eV: -0.612 / -0.614
Gap between HOMO and LUMO (spin up / spin down) in eV: 7.983 / 7.979

```
! RIJCOSX wB97M-V def2-TZVPD def2/J DEFGRID3
* xyz 0 1
C 1.069 0.736 0.580
C -0.408 -1.213 0.944
C -0.485 -0.025 -1.123
O -1.088 0.132 -2.095
O 0.443 0.882 -0.623
O -0.743 -1.059 -0.267
I -0.453 0.693 2.117
H 1.664 -0.146 0.468
*
```

natural (NBO) atomic charge list, values in e, 4 entries:
1. C -0.2085
2. C 0.1956
3. C 0.9469
4. O -0.4889

=====

Entry 15:
The following is a quantum chemistry calculation of a molecular structure, C3HLiO2Tl in a non-equilibrium geometry, from OMol25.

Values from the calculation:
E_tot in a.u.: -445.248047
LUMO level (spin up / spin down) in eV: 2.221 / 2.076
Gap between HOMO and LUMO (spin up / spin down) in eV: 5.324 / 4.063

```
! RIJCOSX wB97M-V def2-TZVPD def2/J DEFGRID3
* xyz -1 1
C 2.239 -0.727 0.624
C -1.873 -0.419 -0.418
O 3.164 -1.577 0.601
O 0.997 -1.205 0.528
C -0.795 0.225 -0.257
Li -1.840 2.082 0.259
H -2.695 -0.557 -1.114
Tl 0.802 2.178 -0.223
*
```

natural (NBO) atomic charge list, values in e, 4 entries:
1. C 0.5744
2. C -0.5989
3. O -0.6966
4. O -0.7210

=====

Entry 16:
The following is a quantum chemistry calculation of a gas-phase ion, C3HN2O2 (charge +1) in a non-equilibrium geometry, from OMol25.

Values from the calculation:
E_tot in a.u.: -374.495853
Relative energy (zero: lowest compared OMol25 entry of this formula, charge and spin) in eV: 2.194
LUMO level in eV: -6.421
Gap between HOMO and LUMO in eV: 11.107

```
! RIJCOSX wB97M-V def2-TZVPD def2/J DEFGRID3
* xyz 1 1
C -2.634 -0.550 -0.065
C -0.467 0.874 0.118
C 1.119 -1.095 0.053
N -1.557 0.193 -0.054
N 0.860 0.057 -0.399
O 1.453 -2.105 0.523
O -0.417 1.962 0.485
H 1.643 0.665 -0.662
*
```

natural (NBO) atomic charge list, values in e, 4 entries:
1. C 0.6546
2. C 0.8493
3. C 1.0015
4. N -0.7242

=====

Entry 17:
The following is a quantum chemistry calculation of a molecular structure, C3HN3O in a non-equilibrium geometry, from OMol25.

Values from the calculation:
E_tot in a.u.: -354.321344
Relative energy (zero: lowest compared OMol25 entry of this formula, charge and spin) in eV: 1.243
LUMO level in eV: -0.799
Gap between HOMO and LUMO in eV: 9.790

```
! RIJCOSX wB97M-V def2-TZVPD def2/J DEFGRID3
* xyz 0 1
C 0.096 1.938 0.141
C 0.132 0.567 -0.163
C -0.137 -1.420 0.114
H -0.702 -2.354 0.474
N -0.194 2.861 0.868
N 0.728 -0.080 -1.230
N 0.710 -1.348 -0.806
O -0.632 -0.165 0.601
*
```

natural (NBO) atomic charge list, values in e, 4 entries:
1. C 0.2008
2. C 0.3358
3. C 0.2786
4. H 0.2253

=====

Entry 18:
The following is a quantum chemistry calculation of 2 unconnected molecules or ions with the total composition C3HN3O2 in a non-equilibrium geometry, from OMol25.

Values from the calculation:
E_tot in a.u.: -429.510212
Relative energy (zero: lowest compared OMol25 entry of this formula, charge and spin) in eV: 3.871
LUMO level in eV: -1.479
Gap between HOMO and LUMO in eV: 8.426

```
! RIJCOSX wB97M-V def2-TZVPD def2/J DEFGRID3
* xyz 0 1
C -0.474 -2.941 0.316
C -0.730 -1.275 0.040
C 3.038 -1.005 -0.496
N -0.090 -4.014 0.405
N -2.426 0.128 -0.780
N -1.717 -0.714 -0.328
O 2.970 -0.107 -1.174
O 3.134 -1.960 0.091
H -2.394 1.049 -0.451
*
```

natural (NBO) atomic charge list, values in e, 4 entries:
1. C 0.2416
2. C 0.0921
3. C 1.0141
4. N -0.3153

=====

Entry 19:
The following is a quantum chemistry calculation of 2 unconnected molecules or ions with the total composition C3HNO in a non-equilibrium geometry, from OMol25.

Values from the calculation:
E_tot in a.u.: -244.516659
Relative energy (zero: lowest compared OMol25 entry of this formula, charge and spin) in eV: 9.370
LUMO level (spin up / spin down) in eV: -3.358 / -3.402
Gap between HOMO and LUMO (spin up / spin down) in eV: 7.331 / 7.275

```
! RIJCOSX wB97M-V def2-TZVPD def2/J DEFGRID3
* xyz 0 1
C 1.311 -1.632 -0.126
C 0.433 -0.836 -0.232
C -1.079 1.029 -0.115
N -2.004 1.923 -0.227
O -0.733 1.875 0.796
H 2.071 -2.359 -0.096
*
```

natural (NBO) atomic charge list, values in e, 4 entries:
1. C -0.3559
2. C 0.0115
3. C 0.6377
4. N -0.1631

=====

Entry 20:
The following is a quantum chemistry calculation of a molecular structure, C3HNO2 in a non-equilibrium geometry, from OMol25.

Values from the calculation:
E_tot in a.u.: -319.963999
Relative energy (zero: lowest compared OMol25 entry of this formula, charge and spin) in eV: 3.681
LUMO level in eV: -1.722
Gap between HOMO and LUMO in eV: 8.341

```
! RIJCOSX wB97M-V def2-TZVPD def2/J DEFGRID3
* xyz 0 1
O -1.858 -0.365 -0.597
C -0.927 -0.301 0.291
C 0.286 0.533 -0.078
O 0.163 1.661 -0.484
C 1.597 -0.080 0.190
N 2.617 -0.594 0.375
H -2.003 -0.902 0.452
*
```

natural (NBO) atomic charge list, values in e, 4 entries:
1. O -0.5482
2. C 0.1170
3. C 0.3777
4. O -0.4046